# C28H29CuN3Si

A structure of composition C28H29CuN3Si in a non-equilibrium geometry (ωB97M-V/def2-TZVPD, OMol25).

largest force on an atom = 0.063 hartree/bohr
Kohn-Sham gap (alpha / beta) = 6.40 / 5.21 eV
multiplicity = 2
energy above the lowest of the compared OMol25 structures with the same formula, charge and spin = 0.9974 eV
expectation value of S² = 0.7562
LUMO energy (alpha / beta) = 0.2 / -0.9 eV
highest occupied orbital energy (alpha / beta) = -6.2 / -6.1 eV

The geometry in XYZ format:
```
62
Properties=species:S:1:pos:R:3:forces:R:3:mulliken_spin:R:1
C 0.56107 3.11158 2.83542 0.268 0.492 -0.278 -0.012
C 0.98211 2.81339 1.50048 -0.204 0.713 0.183 0.019
C -0.20586 2.66211 0.70132 -0.131 0.173 0.086 0.058
H 2.00182 2.80187 1.12278 -0.258 0.136 0.138 0.005
C -1.33352 2.76737 1.58341 -0.025 0.688 -0.407 -0.003
C -0.85202 3.07103 2.88197 0.138 -0.057 -0.007 0.039
H -1.46511 3.24586 3.76897 0.203 -0.083 -0.333 0.002
H 1.22762 3.34587 3.66294 -0.190 -0.014 -0.254 -0.001
H -0.23764 2.56335 -0.38018 -0.036 0.023 0.319 -0.012
H -2.37697 2.69728 1.27797 0.306 0.171 0.075 0.001
Cu 0.01284 1.00085 1.86340 0.120 -0.214 -0.555 0.139
C -0.20332 -2.30001 -2.22177 -0.436 1.477 1.796 0.105
H -0.96481 -2.14160 -3.00123 0.241 -0.020 0.290 0.005
H 0.63706 -2.88825 -2.60584 -0.075 0.351 0.309 0.007
H -0.65592 -2.81925 -1.36400 -0.036 -0.150 -0.471 -0.019
Si 0.30485 -0.34507 -1.41431 -0.173 -2.513 -2.040 0.596
C 1.77081 -0.14078 -2.57695 0.931 0.574 -0.161 -0.049
C 2.74254 0.85384 -2.32837 0.039 -0.375 -0.999 0.008
H 2.75086 1.36856 -1.36457 0.111 -0.145 -0.257 -0.005
C 3.65467 1.21227 -3.34012 -0.090 0.024 0.028 -0.004
H 4.43707 1.95421 -3.12859 -0.425 -0.291 -0.146 0.000
C 3.55153 0.65905 -4.62929 -0.059 0.154 0.351 0.007
H 4.20328 1.01338 -5.43839 -0.234 -0.190 0.438 0.001
C 2.59347 -0.32573 -4.88513 -0.127 -0.178 0.563 -0.001
H 2.47751 -0.74982 -5.88733 0.148 0.115 0.368 0.000
C 1.75820 -0.77553 -3.84651 0.368 0.597 -0.050 0.048
H 1.03751 -1.56794 -4.06203 0.286 0.464 0.043 -0.003
C -0.96280 0.76794 -2.24851 -0.824 0.565 -0.148 0.081
C -0.74755 1.22959 -3.56675 -0.073 -0.073 0.171 0.026
H 0.22378 1.07973 -4.03995 -0.391 0.019 0.114 0.006
C -1.75788 1.85306 -4.30184 -0.037 -0.089 0.301 0.001
H -1.56555 2.11361 -5.34688 -0.157 -0.012 0.382 0.000
C -2.98234 2.13786 -3.69128 0.332 -0.004 0.198 0.005
H -3.77269 2.61771 -4.26827 0.165 -0.016 0.255 0.001
C -3.16380 1.82211 -2.33749 -0.069 -0.159 -0.042 0.001
H -4.07023 2.14542 -1.81596 0.212 -0.264 -0.271 0.000
C -2.19733 1.08797 -1.64072 0.238 0.092 -0.574 -0.044
H -2.40014 0.75193 -0.62208 0.086 0.229 -0.197 0.010
H -0.34000 -5.49896 -1.68754 -0.058 0.048 -0.298 0.001
H -0.47515 -5.20936 -2.36620 0.051 -0.145 0.307 0.000
N 0.71133 -1.91907 2.08728 -0.029 0.199 -0.294 -0.003
C -0.67546 -1.78833 1.84263 -0.189 0.175 0.323 -0.028
C -1.46311 -2.93511 1.69503 -0.168 0.244 0.030 0.004
C -2.84426 -2.77858 1.67289 0.374 0.214 0.005 -0.004
C -3.38531 -1.49608 1.82327 -0.100 0.402 -0.058 0.009
C -2.54054 -0.39337 1.86292 0.503 -1.066 0.062 -0.004
N -1.19551 -0.55864 1.83784 -1.039 -0.771 -0.011 -0.017
C 1.29080 -1.24625 3.18090 -0.341 0.219 0.449 0.021
C 2.08079 -1.96665 4.08785 -0.148 0.160 0.320 0.000
C 2.37376 -1.39043 5.32053 -0.098 0.165 -0.618 -0.002
C 1.90254 -0.09806 5.57020 -0.117 0.230 0.070 0.002
C 1.20227 0.58023 4.58337 0.426 -0.687 -0.309 -0.001
N 0.94744 0.02982 3.37356 0.472 -0.693 1.439 0.002
H 1.03254 -2.87463 2.01847 -0.082 0.101 -0.063 0.008
H -0.95818 -3.89715 1.66241 -0.328 0.016 -0.056 0.000
H -3.49459 -3.64057 1.56502 0.087 0.086 0.085 0.000
H -4.45606 -1.32524 1.91240 0.194 -0.201 -0.172 0.000
H -2.91133 0.63615 1.94046 0.298 -0.480 -0.099 -0.001
H 2.35443 -2.98436 3.83346 0.073 0.029 0.182 0.000
H 2.92892 -1.93675 6.07958 -0.068 0.085 -0.205 0.000
H 2.07200 0.40499 6.51917 0.001 -0.222 -0.134 0.000
H 0.82954 1.59158 4.74017 0.145 -0.318 -0.175 -0.001
```
Forces are in eV/Å.

=====

# C28H44N10PPm

A structure of composition C28H44N10PPm in a non-equilibrium geometry (ωB97M-V/def2-TZVPD, OMol25).

total charge = +2
largest force on an atom = 0.064 hartree/bohr
Kohn-Sham gap (alpha / beta) = 7.49 / 7.73 eV
multiplicity = 5
energy above the lowest of the compared OMol25 structures with the same formula, charge and spin = 3.7922 eV
expectation value of S² = 6.0063
LUMO energy (alpha / beta) = -4.6 / -4.4 eV
highest occupied orbital energy (alpha / beta) = -12.1 / -12.1 eV

The geometry in XYZ format:
```
84
Properties=species:S:1:pos:R:3:forces:R:3:mulliken_spin:R:1
Pm 0.09253 -0.54493 0.11551 -0.092 -0.198 0.345 4.009
C 0.57108 -4.41010 -0.71290 0.170 -1.932 0.900 -0.002
C 1.16663 -3.80768 0.56893 1.278 -0.129 -0.687 0.009
N 1.82578 -2.46851 0.31605 -0.513 -0.486 0.429 0.000
C 2.80810 -2.22827 1.36840 0.319 1.879 0.880 0.004
C 2.19267 -1.79476 2.71736 0.540 1.254 0.153 -0.003
N 1.37021 -0.51368 2.52841 0.056 -2.089 -0.499 0.001
C 0.53532 -0.03900 3.60292 -2.510 -0.320 2.141 0.003
C -0.46643 -1.13917 4.20661 1.443 -0.660 -1.313 0.001
C -1.09111 -2.01223 3.05453 1.577 1.117 0.685 0.000
N -1.69271 -1.18176 1.96804 0.489 0.493 0.264 0.002
C -2.70666 -1.92778 1.18042 0.263 0.051 1.776 0.002
C -2.14457 -3.07186 0.36416 -1.480 0.205 -1.165 0.001
N -1.29959 -2.61605 -0.78625 1.597 -1.716 1.061 0.000
C -0.64702 -3.81945 -1.42802 0.096 0.308 -0.447 0.003
H 0.26458 -5.46098 -0.40112 0.628 1.100 -0.411 0.000
H 1.43240 -4.54981 -1.43400 -0.971 0.123 0.702 0.000
H 1.98353 -4.54685 0.87390 -1.056 0.927 -0.132 0.000
H 0.47237 -3.69329 1.41715 0.226 -0.201 -0.561 -0.005
H 2.30932 -2.46297 -0.57974 -0.050 -0.327 0.104 0.002
H 3.57646 -1.48618 1.05504 -0.675 -0.259 -0.011 -0.001
H 3.34635 -3.10502 1.60382 0.803 -1.262 0.055 0.000
H 2.99574 -1.71700 3.50212 -0.459 0.438 -0.877 0.000
H 1.61110 -2.60443 3.12906 -0.630 -0.047 -0.085 0.000
H 1.98364 0.24193 2.31729 0.942 0.503 -0.364 0.000
H -0.10827 0.79554 3.25627 0.520 -0.305 -0.069 0.001
H 1.07895 0.35746 4.47347 0.156 -0.062 -0.310 0.000
H -1.19360 -0.78355 4.92813 -0.076 0.604 -0.198 0.000
H 0.19294 -1.81461 4.78724 -0.498 0.072 -0.198 0.000
H -1.78956 -2.76545 3.49862 0.550 0.461 -0.674 0.000
H -0.12140 -2.43532 2.64373 -1.889 -0.305 0.240 0.006
H -2.01466 -0.22973 2.29750 -0.048 -1.747 -0.204 0.000
H -3.08463 -1.20492 0.52174 -1.036 0.777 -0.775 -0.001
H -3.48671 -2.28386 1.89480 0.276 0.045 -0.802 0.000
H -3.05681 -3.59584 -0.05618 1.057 0.091 0.621 0.000
H -1.58307 -3.72068 1.01675 0.172 -0.479 -0.129 -0.002
H -1.84583 -2.22335 -1.51389 -0.942 0.649 -0.498 0.001
H -0.24566 -3.57725 -2.41589 -0.672 0.625 0.079 0.000
H -1.38710 -4.61839 -1.63535 0.171 0.441 0.409 0.000
C -2.58376 2.94260 -3.77659 -0.103 0.175 -0.666 0.000
N -2.57873 1.75671 -2.93434 -0.900 -0.287 -0.293 0.000
C -3.75573 1.09300 -2.50058 3.068 0.297 0.290 0.000
C -3.28609 0.22877 -1.56787 0.067 -0.325 0.840 0.001
N -1.91262 0.30260 -1.43247 0.153 -0.141 -0.466 0.000
C -1.49297 1.20374 -2.34326 -1.834 0.362 1.301 -0.007
P 0.18697 1.88720 -2.44362 0.624 -0.067 0.437 0.000
C 0.89076 0.27354 -2.92334 -0.279 0.745 -0.764 -0.004
N 1.06723 -0.78768 -2.16616 0.388 -0.715 0.027 0.002
C 1.48705 -1.79050 -3.04192 -0.239 -0.032 1.328 0.002
C 1.53083 -1.29280 -4.27043 0.168 -0.084 -1.696 0.000
N 1.15887 0.01720 -4.22518 -0.318 -0.423 1.073 0.000
C 0.69616 0.86083 -5.30261 1.623 0.872 0.236 0.000
C 0.52958 1.72099 -0.60610 -0.423 -0.555 -0.598 -0.027
N -0.36853 2.77882 -0.19599 0.062 2.018 -0.160 0.002
C 0.45005 4.02929 0.08382 0.264 -1.598 -0.328 -0.001
C 1.74735 3.28609 0.59030 -0.611 0.452 0.409 -0.002
N 1.89807 2.01719 -0.13401 -1.169 -0.057 0.550 0.004
C 3.00903 1.99915 -1.03590 0.958 0.919 -1.004 0.002
H -3.09585 3.79194 -3.32437 0.317 -0.121 0.457 0.000
H -3.16143 2.72692 -4.65439 -0.240 -0.219 -0.618 0.000
H -1.57947 3.22259 -4.11277 -0.219 -0.135 0.398 0.000
H -4.71947 1.19476 -2.90793 -0.802 0.565 -0.397 0.000
H -3.88101 -0.37941 -0.88763 0.120 0.075 -0.586 0.000
H 1.66416 -2.81784 -2.78254 0.227 0.057 0.312 0.000
H 1.78949 -1.79688 -5.17077 0.106 -0.084 -0.550 0.000
H 1.04395 1.88685 -5.08874 -0.629 -0.365 -0.163 0.000
H -0.34759 0.75524 -5.44894 -1.088 0.177 0.029 0.000
H 1.18655 0.57186 -6.19745 0.460 -0.385 -0.876 0.000
H 0.37037 4.99404 -0.38298 -0.403 -0.009 -0.348 0.000
H 2.71207 3.78465 0.67013 -0.216 0.190 0.104 0.000
H 3.90681 2.13963 -0.38971 -0.323 -0.365 -0.926 0.000
H 2.98888 2.83263 -1.79512 0.007 -0.337 0.644 0.000
H 3.05393 1.09712 -1.66661 0.150 0.000 0.717 -0.001
C 0.04535 4.61174 3.49752 1.603 1.048 1.790 0.000
C -1.27453 4.39749 3.06156 -1.547 -0.536 -0.941 0.000
C -1.52678 3.80488 1.88047 -1.036 -0.473 1.120 0.000
C -0.37968 3.31578 1.13709 1.546 0.869 0.070 0.000
C 0.93975 3.03470 1.88078 0.225 0.020 0.074 0.000
C 1.12793 4.01253 3.00546 -0.228 -1.119 -0.152 0.001
H 0.10425 5.22187 4.40351 0.405 -0.150 -0.258 0.000
H -2.04925 4.63929 3.78937 -0.082 0.128 -0.551 0.000
H -2.55461 3.53519 1.65916 0.145 0.086 -0.479 0.000
H 1.05982 2.03089 2.24621 0.264 -0.692 0.347 -0.002
H 2.05854 3.92459 3.56035 0.007 0.582 -0.167 0.000
```
Forces are in eV/Å.

=====

- Which of these has the lowest largest force on an atom?
  C28H29CuN3Si

=====

- What is the largest force on an atom in the second record?
  0.064 hartree/bohr

=====

- Among the records above, which one has the highest expectation value of S²?
  C28H44N10PPm

=====

- Which value of multiplicity does entry 1 give?
  2